P:
3 unconnected molecules or ions with the total composition C2H10N2O2. Source: the OMol25 dataset; level of theory: the ωB97M-V functional and the def2-TZVPD basis.

Results
**HOMO level**: -9.60 eV
**HOMO-LUMO gap**: 0.3695 Ha
**LUMO**: 0.46 eV
**SMILES**: C/N=C\N.O.O

The geometry in XYZ format:
```
16
C2H10N2O2 (the ωB97M-V functional and the def2-TZVPD basis)
C 1.431 -0.052 0.974
N 1.995 -0.443 -0.279
C 1.447 -0.303 -1.394
N 0.175 0.305 -1.600
H 2.276 -0.061 1.680
H 0.712 -0.787 1.358
H 0.965 0.952 0.838
H 2.010 -0.706 -2.254
H -0.043 0.370 -2.590
H -0.704 -0.110 -1.302
O -2.195 -1.540 1.111
H -1.555 -1.363 1.816
H -2.131 -0.606 0.845
O -1.703 1.785 0.704
H -1.686 1.185 -0.039
H -0.809 2.129 0.794
```



Q:
3 unconnected molecules or ions with the total composition C2H10N2O2. Source: the OMol25 dataset; level of theory: the ωB97M-V functional and the def2-TZVPD basis.

Results
**HOMO level**: -8.88 eV
**HOMO-LUMO gap**: 0.3600 Ha
**LUMO**: 0.91 eV
**SMILES**: [H]/N=C/NC.O.O

The geometry in XYZ format:
```
16
C2H10N2O2 (the ωB97M-V functional and the def2-TZVPD basis)
H -2.777 0.761 0.355
N -1.846 0.385 0.536
C -0.952 1.296 0.413
N 0.311 0.973 0.088
C 1.403 1.894 0.077
H -1.189 2.343 0.589
H 0.384 0.104 -0.423
H 1.051 2.923 -0.114
H 2.115 1.782 -0.742
H 1.962 1.921 1.011
O -0.629 -2.318 0.556
H -1.267 -2.999 0.775
H -1.101 -1.469 0.468
O 1.355 -1.535 -1.511
H 1.070 -2.275 -0.959
H 2.270 -1.318 -1.323
```



Stability comparison, relative energies in kcal/mol: P 22.8; Q 0.0